Run w
40 unconnected molecules or ions with the total composition H80O40. Source: OMol25; level of theory: ωB97M-V/def2-TZVPD.

```
120
Properties=species:S:1:pos:R:3
H 0.388 -5.310 1.126
H -0.982 -5.519 1.768
O -0.149 -5.047 1.883
H -1.862 0.316 -0.081
H -0.545 0.655 -0.874
O -1.267 0.053 -0.803
H -1.299 3.658 -2.377
H -2.382 4.739 -2.770
O -2.222 3.817 -2.588
H -0.152 -0.148 4.136
H 1.216 0.107 3.287
O 0.253 0.121 3.306
H -1.574 6.290 -0.829
H -3.003 5.782 -0.767
O -2.364 6.186 -1.362
H 2.046 -2.397 -2.427
O 2.601 -2.027 -1.712
H -6.620 -0.997 1.850
O -5.690 -1.096 1.627
H -2.971 1.766 3.580
H -3.986 0.668 3.329
O -3.052 0.806 3.503
H -1.311 0.699 1.543
H -1.364 2.251 1.800
O -1.312 1.563 1.115
H -2.544 -3.828 -3.925
H -1.846 -3.686 -2.553
O -1.700 -3.672 -3.511
H -2.043 0.403 -2.829
H -0.886 0.641 -3.799
O -1.742 0.205 -3.707
H -4.239 2.275 -0.622
O -3.533 1.819 -1.093
H 2.261 -0.307 -2.408
H 3.557 0.391 -1.884
O 2.662 0.545 -2.187
H 4.784 0.093 2.517
H 4.073 1.420 2.061
O 4.875 0.890 1.990
H -1.427 4.498 3.147
H -1.126 3.235 3.863
O -1.573 3.547 3.045
H 4.034 1.975 -4.079
H 3.715 2.131 -5.495
O 4.393 2.414 -4.862
H 1.408 5.713 0.347
H 0.955 5.070 -0.831
O 0.611 5.735 -0.211
H 0.944 -4.272 3.785
H 0.633 -2.807 3.738
O 1.288 -3.421 4.089
H 4.173 3.102 -0.502
O 4.446 2.990 0.406
H 3.586 -2.342 4.558
H 4.625 -1.864 3.542
O 3.673 -1.893 3.707
H 2.622 1.310 5.138
O 2.347 2.197 4.874
H 1.162 -6.054 -0.349
H 2.529 -5.343 0.169
O 2.106 -6.021 -0.365
H -0.717 -1.848 -1.357
H -0.103 -3.025 -0.315
O -0.572 -2.779 -1.120
H 0.150 -0.883 1.620
H -0.729 -0.985 0.460
O -0.609 -1.389 1.357
H -4.359 -1.972 -4.156
H -3.689 -1.112 -2.993
O -4.038 -1.963 -3.251
H 1.350 0.485 0.737
H 2.393 -0.326 0.426
O 2.032 0.026 1.263
H 1.965 5.316 3.323
H 1.437 6.365 2.307
O 1.500 6.156 3.236
H -3.023 3.359 1.205
H -3.846 3.449 2.406
O -3.944 3.242 1.474
H 5.852 -2.690 0.625
H 6.508 -1.444 1.290
O 5.731 -2.005 1.285
H -4.895 -3.329 -0.437
H -5.064 -3.393 -2.017
O -5.134 -3.867 -1.199
H -0.420 -4.894 -4.157
H 0.328 -4.436 -2.936
O 0.390 -5.079 -3.643
H 1.420 2.857 1.440
O 1.221 3.665 1.918
H 0.807 2.906 4.980
H -0.595 2.503 5.736
O -0.066 3.194 5.331
H 5.112 2.320 0.581
H 2.732 -2.790 -1.137
H 1.779 1.960 4.118
H -5.390 -0.188 1.717
H -3.008 2.493 -1.546
H 0.790 4.333 1.378
O -2.136 -5.029 -0.640
H -2.819 -4.429 -0.962
H -1.715 -4.657 0.133
O -2.714 -2.705 0.723
H -3.079 -2.325 1.507
H -1.977 -2.289 0.334
O 2.466 -2.729 1.166
H 3.313 -2.305 1.017
H 2.181 -2.755 2.083
O -1.300 -0.633 -6.322
H -1.469 -1.343 -5.685
H -2.063 -0.042 -6.254
O 0.677 -1.394 -3.253
H 0.203 -0.875 -3.877
H 0.043 -1.972 -2.830
O 0.950 2.171 -1.326
H 1.360 1.599 -0.672
H 1.665 1.990 -1.997
O 0.700 0.763 -5.472
H -0.196 0.390 -5.604
H 1.416 0.309 -5.043
```

The value obtained for the highest occupied orbital energy is -0.37447 Ha. The HOMO-LUMO gap comes out at 9.6 eV.

=====

Run x
40 unconnected molecules or ions with the total composition H80O40. Source: OMol25; level of theory: ωB97M-V/def2-TZVPD.

```
120
Properties=species:S:1:pos:R:3
H -1.830 -5.274 -1.466
H -1.540 -5.583 -2.896
O -2.272 -5.440 -2.311
H 4.443 -4.040 -2.098
H 4.008 -2.506 -2.359
O 4.259 -3.186 -1.710
H -3.309 5.183 -2.271
H -3.495 3.691 -2.488
O -3.542 4.535 -2.934
H -1.210 -0.102 -5.324
H -1.791 -1.302 -4.901
O -0.921 -1.025 -5.232
H -0.895 -1.530 1.198
H -0.427 -0.964 -0.266
O -1.107 -1.013 0.417
H -1.280 0.082 4.770
O -2.175 0.204 4.417
H 3.159 2.448 -3.598
O 4.021 2.025 -3.712
H -4.568 0.011 0.292
H -4.464 1.577 0.126
O -4.344 0.730 -0.298
H 0.085 4.164 1.816
H -0.813 2.906 1.590
O -0.670 3.808 1.311
H 3.059 -2.912 0.752
H 2.348 -2.010 1.546
O 2.364 -2.980 1.416
H 4.252 2.906 -1.497
H 5.086 4.240 -1.054
O 4.530 3.503 -0.804
H -0.979 -3.759 0.183
O -0.699 -4.228 -0.605
H -2.098 -1.481 -1.532
H -1.593 -2.405 -2.329
O -2.408 -1.881 -2.372
H -1.800 4.258 0.166
H -1.678 5.009 -1.288
O -2.211 4.471 -0.705
H 1.033 3.777 5.320
H 2.344 4.277 4.524
O 1.738 3.556 4.709
H -4.447 -1.902 -1.799
H -4.699 -2.241 -0.360
O -4.941 -1.625 -1.061
H 4.968 -0.462 0.210
H 5.944 -0.020 1.300
O 5.775 0.035 0.356
H 1.660 0.474 -3.942
H 1.242 0.495 -5.374
O 2.000 0.675 -4.823
H 0.282 -1.657 5.592
O 0.349 -0.715 5.365
H 0.012 -2.461 -4.486
H 0.458 -3.608 -5.431
O 0.544 -3.265 -4.539
H 1.835 -3.207 -2.381
O 1.466 -2.933 -1.540
H -2.547 -4.601 3.344
H -3.708 -3.533 3.218
O -2.780 -3.672 3.379
H -4.059 -1.444 3.530
H -4.094 -1.858 2.072
O -3.830 -1.131 2.650
H 1.819 -0.232 -0.712
H 1.408 0.292 0.620
O 1.655 -0.538 0.187
H 3.517 -1.224 -3.873
H 3.133 -2.456 -4.816
O 3.736 -2.092 -4.166
H -5.182 0.307 3.316
H -4.095 1.334 4.052
O -4.877 0.791 4.078
H -4.067 4.262 1.622
H -3.641 4.888 0.164
O -4.257 4.870 0.916
H 1.884 3.688 1.485
H 1.726 3.300 2.763
O 1.826 4.172 2.337
H 3.164 -5.271 -0.516
H 2.788 -5.035 0.942
O 2.422 -5.293 0.091
H -0.814 -0.014 -2.686
H -0.809 0.655 -1.567
O -0.097 0.423 -2.189
H 5.747 -2.717 1.480
H 4.855 -2.444 0.160
O 5.007 -2.249 1.098
H -5.597 -3.245 0.695
O -5.969 -2.553 1.249
H 1.272 5.236 -1.373
H 0.105 4.333 -0.950
O 0.686 5.033 -0.650
H 1.320 -0.713 5.505
H -2.697 -0.591 4.498
H 2.020 -2.964 -0.761
H 3.737 1.381 -4.372
H 0.241 -4.019 -0.764
H -6.543 -2.023 0.684
O 2.933 -0.571 5.477
H 3.263 -0.813 4.634
H 3.172 0.295 5.797
O -2.046 1.437 -3.336
H -2.848 0.916 -3.451
H -1.999 2.104 -4.050
O 5.366 2.923 1.930
H 5.153 3.436 1.146
H 5.089 2.009 1.863
O -3.353 -3.173 0.267
H -3.076 -3.534 -0.586
H -2.865 -2.381 0.527
O -0.301 1.183 2.911
H -0.467 0.313 2.554
H -0.751 1.335 3.731
O 3.649 1.486 3.408
H 2.788 1.579 3.838
H 4.087 2.321 3.627
O -1.878 3.815 -4.734
H -2.654 4.309 -4.392
H -1.394 4.397 -5.325
```

The value obtained for the highest occupied orbital energy is -0.38627 Ha. The HOMO-LUMO gap comes out at 10.0 eV.

=====

What is the most stable structure shown above? It is run w.